Density functional theory data (the ωB97M-V functional and the def2-TZVPD basis) for a cluster of 3 separate species, C23H24F2N2S in total at a distorted geometry.

CARTESIAN COORDINATES (ANGSTROEM)
S 2.313 4.906 -2.400
F -1.388 -1.182 2.716
F 2.457 -2.957 4.947
N 2.972 4.404 -3.957
N 1.199 3.580 -1.996
C 1.642 0.040 1.140
C 0.141 -3.382 4.811
C 0.090 0.518 3.414
C 1.968 0.706 -5.974
C -0.277 -0.464 2.500
C -0.928 -4.259 4.991
C -2.979 1.760 -2.420
C -0.697 -5.543 5.492
C 2.749 2.144 -5.742
C 0.600 -5.951 5.808
C 0.617 1.191 -3.476
C 0.489 -0.712 1.367
C 1.378 2.652 -3.212
C -0.429 0.692 -2.300
C 1.249 1.263 3.192
C 0.885 0.257 -4.797
C 2.022 1.024 2.053
C 1.670 -5.077 5.617
C 1.430 -3.799 5.124
C -2.932 2.135 -0.824
C -1.954 0.570 -2.887
C -2.870 3.138 -3.361
C 2.431 3.062 -4.406
H -0.298 1.415 -1.389
H -0.527 0.695 4.289
H -1.860 0.661 -4.074
H -2.382 3.190 -0.748
H 0.777 -6.949 6.201
H -3.661 2.988 -4.243
H -4.015 2.318 -0.399
H 2.685 -5.381 5.849
H 1.550 2.027 3.905
H -0.082 -0.413 -2.012
H -3.215 4.097 -2.739
H -1.820 3.270 -3.860
H 3.524 2.546 -6.528
H 0.282 -0.770 -4.871
H 2.242 -0.141 0.252
H -4.080 1.350 -2.632
H 2.112 -0.010 -6.888
H -0.020 -2.378 4.431
H 2.923 1.608 1.879
H -1.531 -6.226 5.636
H 0.184 -1.487 0.672
H -2.384 -0.529 -2.705
H -2.318 1.348 -0.184
H -1.938 -3.945 4.742

Atoms 1-6, force components in eV/Å:
S -1.0 -4.5 -3.2
F -0.3 -0.2 0.1
F 0.2 0.1 0.0
N -2.2 -3.5 0.4
N 2.9 -1.6 -6.1
C -0.2 0.1 0.4

Computed properties:
LUMO level, eV: -1.528
Spin multiplicity: 1
Molar mass, g/mol: 398.52
Net charge: 0
HOMO energy, eV: -8.335
SMILES: CC(C)CCc1cccc2nsnc12.Fc1ccccc1.Fc1ccccc1
Kohn-Sham gap, Eh: 0.2502

---

Density functional theory data (the ωB97M-V functional and the def2-TZVPD basis) for a structure of composition C23H24N2O3 at a distorted geometry.

CARTESIAN COORDINATES (ANGSTROEM)
O 1.608 2.655 2.799
O -2.600 3.647 3.918
O -0.179 -1.644 1.848
N -4.484 2.914 4.871
N -1.096 1.441 4.749
C 3.906 0.878 1.582
C 4.710 -0.159 1.102
C -5.245 2.090 5.796
C 0.529 -0.628 1.858
C -0.984 1.218 2.858
C -0.709 1.797 7.110
C -2.212 1.915 6.836
C -3.844 -1.298 2.495
C -2.294 0.561 2.488
C -3.144 2.836 4.668
C -2.403 1.664 5.352
C 1.983 -0.611 1.432
C 2.812 -1.670 1.035
C 4.167 -1.436 0.829
C 1.474 1.521 2.330
C -0.029 1.418 5.780
C -5.194 4.039 4.285
C -3.102 1.277 1.612
C 0.258 0.723 2.339
C -4.610 -0.623 1.533
C -2.657 -0.698 2.956
C 2.528 0.650 1.705
C -4.271 0.677 1.135
H -4.535 4.458 3.523
H -3.024 0.772 5.153
H -1.977 -1.254 3.609
H -6.256 1.983 5.377
H -2.723 1.106 7.370
H 0.788 2.100 5.531
H -0.320 2.777 7.439
H -4.071 -2.313 2.861
H -2.557 2.911 7.162
H -1.001 2.305 2.995
H -5.399 4.799 5.058
H -6.134 3.665 3.856
H 4.808 -2.233 0.459
H -5.560 -1.063 1.216
H 4.321 1.857 1.849
H 0.355 0.390 5.798
H -2.773 2.260 1.261
H 5.773 0.007 0.935
H -1.104 0.380 4.406
H -4.907 1.214 0.423
H -0.488 1.002 7.849
H -4.825 1.077 5.938
H 2.364 -2.646 0.881
H -5.343 2.555 6.798

Atoms 1-6, force components in eV/Å:
O 0.2 -1.2 -0.6
O 0.5 -0.7 0.7
O 0.8 1.2 0.0
N -0.1 -0.4 0.5
N 0.1 -4.7 0.6
C -0.4 0.1 -0.2

Computed properties:
LUMO level, eV: 0.297
Spin multiplicity: 1
Molar mass, g/mol: 376.46
Net charge: 0
HOMO energy, eV: -7.869
Energy relative to the best compared isomer or geometry (same formula, charge and spin), kcal per mole: 114.4
Kohn-Sham gap, Eh: 0.3001

---

Which value of molar mass does entry 2 give? 376.46 g/mol

---

Number 1 is which compound? C23H24F2N2S